No. 1
The following is a DFT calculation (the ωB97M-V functional and the def2-TZVPD basis) of C27H26BaNOPS2 as an isolated structure.

LUMO level: 4.374 eV
Orbital gap: 0.188 hartree

```
! RIJCOSX wB97M-V def2-TZVPD def2/J DEFGRID3
* xyz -2 1
Ba 1.818 -0.627 -1.325
S 2.382 0.394 1.560
C 2.882 2.087 1.532
C 3.355 2.629 2.739
C 3.752 3.951 2.872
C 3.679 4.790 1.768
C 3.220 4.281 0.563
C 2.819 2.944 0.393
S 2.261 2.467 -1.207
H 3.400 1.963 3.594
H 4.109 4.318 3.830
H 3.978 5.831 1.840
H 3.160 4.925 -0.308
C 5.099 -1.251 -4.150
C 4.597 -2.327 -3.179
C 4.489 -3.672 -3.910
O 3.408 -1.969 -2.607
H 6.070 -1.503 -4.593
H 5.190 -0.297 -3.629
H 4.369 -1.126 -4.957
H 5.392 -2.452 -2.411
H 3.744 -3.589 -4.707
H 4.153 -4.443 -3.213
H 5.443 -3.987 -4.351
N -0.807 -1.325 -1.268
P -1.767 -0.761 -0.227
C -1.470 -1.242 1.538
C -1.855 -0.496 2.648
C -1.578 -0.943 3.934
C -0.907 -2.143 4.125
C -0.510 -2.889 3.025
C -0.788 -2.438 1.742
C -3.525 -1.346 -0.426
C -3.787 -2.076 -1.581
C -5.056 -2.585 -1.827
C -6.081 -2.372 -0.914
C -5.827 -1.650 0.246
C -4.557 -1.142 0.486
C -1.992 1.052 -0.062
C -0.949 1.797 0.485
C -1.013 3.185 0.514
C -2.122 3.842 0.005
C -3.168 3.108 -0.547
C -3.100 1.722 -0.585
H -2.346 0.461 2.512
H -1.862 -0.336 4.786
H -0.670 -2.482 5.127
H 0.037 -3.815 3.163
H -0.463 -2.994 0.869
H -2.956 -2.235 -2.261
H -5.245 -3.152 -2.732
H -7.072 -2.769 -1.103
H -6.619 -1.483 0.968
H -4.370 -0.583 1.395
H -0.057 1.310 0.877
H -0.174 3.740 0.918
H -2.167 4.925 0.018
H -4.032 3.616 -0.961
H -3.913 1.160 -1.030
*
```

---

No. 2
The following is a DFT calculation (the ωB97M-V functional and the def2-TZVPD basis) of C27H26BrN5O2Sc as an isolated structure.

LUMO level: -3.135 eV
Orbital gap: 0.259 hartree

```
! RIJCOSX wB97M-V def2-TZVPD def2/J DEFGRID3
* xyz 1 1
Sc -0.350 -0.224 0.880
C -1.794 3.118 3.999
O -2.337 1.782 4.125
C -1.874 0.887 3.292
O -0.975 1.071 2.468
N -2.475 -0.314 3.377
N -2.099 -1.218 2.382
H -2.387 3.722 4.675
H -1.900 3.456 2.970
H -0.748 3.116 4.300
H -3.258 -0.472 3.994
H -2.888 -1.444 1.784
H -1.727 -2.075 2.781
N 1.092 1.350 0.074
C 1.281 1.212 -1.358
C 2.567 1.042 -1.846
C 2.781 0.910 -3.207
C 1.703 0.949 -4.076
C 0.424 1.113 -3.576
C 0.173 1.261 -2.210
C -1.203 1.499 -1.707
C -2.069 2.274 -2.483
C -3.369 2.508 -2.071
C -3.818 1.981 -0.873
C -2.945 1.234 -0.091
C -1.622 0.965 -0.469
H 0.552 2.197 0.259
H 1.999 1.446 0.522
H 3.406 1.028 -1.159
H 3.786 0.782 -3.586
H 1.853 0.828 -5.139
H -0.415 1.116 -4.259
H -1.726 2.717 -3.409
H -4.025 3.110 -2.684
H -4.836 2.159 -0.551
H -3.333 0.845 0.853
C -0.663 -2.334 0.224
C -0.231 -2.383 -1.162
C -1.151 -2.331 -2.216
C -0.730 -2.261 -3.527
C 0.634 -2.239 -3.821
C 1.572 -2.287 -2.790
C 1.139 -2.350 -1.482
C 1.073 -2.091 -5.167
N 1.414 -1.931 -6.253
H -0.068 -3.005 0.857
H -1.720 -2.605 0.328
H -2.212 -2.355 -2.000
H -1.451 -2.221 -4.332
H 2.628 -2.265 -3.019
H 1.880 -2.388 -0.689
Br 5.038 -1.490 5.243
C 3.611 -1.177 4.067
C 2.957 0.049 4.063
C 1.914 0.232 3.178
N 1.494 -0.709 2.321
C 2.136 -1.884 2.338
C 3.191 -2.164 3.186
H 3.256 0.843 4.732
H 1.381 1.175 3.150
H 1.793 -2.633 1.637
H 3.673 -3.130 3.154
*
```

---

No. 3
The following is a DFT calculation (the ωB97M-V functional and the def2-TZVPD basis) of C27H26CdClO8SSb2 as an isolated structure.

LUMO level: 2.381 eV
Orbital gap: 0.301 hartree

```
! RIJCOSX wB97M-V def2-TZVPD def2/J DEFGRID3
* xyz -1 1
Cd 0.736 -2.119 -0.699
O -1.009 -3.595 0.040
S -1.784 -2.541 -0.684
O -3.212 -2.601 -0.507
O -1.307 -2.541 -2.090
O -1.197 -1.223 -0.102
C -1.679 0.942 1.861
C -0.349 1.044 2.586
C 0.846 0.639 1.720
Sb 1.901 2.361 0.956
C 3.057 1.578 -0.680
C 3.601 2.568 -1.498
C 4.425 2.268 -2.571
C 4.716 0.940 -2.849
C 4.190 -0.067 -2.057
C 3.373 0.259 -0.981
C 3.551 2.239 2.336
C 4.369 1.112 2.411
C 5.429 1.062 3.304
C 5.686 2.142 4.141
C 4.880 3.268 4.078
C 3.821 3.314 3.179
Sb -1.641 2.131 0.058
C -3.646 1.979 -0.686
C -4.649 2.909 -0.421
C -5.893 2.800 -1.030
C -6.151 1.757 -1.907
C -5.157 0.826 -2.179
C -3.911 0.939 -1.578
C -1.908 3.965 1.178
C -1.106 5.062 0.877
C -1.185 6.240 1.612
C -2.077 6.338 2.670
C -2.884 5.254 2.989
C -2.794 4.081 2.251
H -2.482 1.306 2.504
H -1.902 -0.089 1.584
H -0.381 0.389 3.463
H -0.235 2.058 2.988
H 0.524 0.029 0.878
H 1.572 0.056 2.287
H 3.369 3.609 -1.292
H 4.830 3.062 -3.186
H 5.351 0.680 -3.686
H 4.407 -1.107 -2.266
H 3.353 -1.578 -0.329
H 4.181 0.264 1.761
H 6.057 0.180 3.348
H 6.514 2.103 4.839
H 5.076 4.113 4.728
H 3.200 4.203 3.137
H -4.469 3.739 0.254
H -6.661 3.534 -0.814
H -7.124 1.667 -2.376
H -5.345 0.000 -2.854
H -3.155 0.195 -1.803
H -0.398 4.998 0.056
H -0.545 7.077 1.360
H -2.142 7.254 3.246
H -3.583 5.321 3.815
H -3.428 3.243 2.523
O 4.344 -3.524 -1.746
Cl 2.933 -3.869 -1.646
O 2.139 -2.857 -2.419
O 2.500 -3.584 -0.229
O 2.883 -0.745 -0.154
*
```

---

No. 4
The following is a DFT calculation (the ωB97M-V functional and the def2-TZVPD basis) of C27H26FeNO4 as an isolated structure.

LUMO level (spin up / spin down): -2.657 / -7.311 eV
Orbital gap (spin up / spin down): 0.215 / 0.155 hartree
Expectation value of S²: 6.0868

```
! RIJCOSX wB97M-V def2-TZVPD def2/J DEFGRID3
* xyz 1 5
O 4.761 5.132 -2.228
C 3.920 4.353 -2.450
Fe 2.802 3.019 -2.542
C 4.102 1.769 -2.589
O 4.846 0.890 -2.409
C 2.763 2.938 -0.759
O 2.793 2.765 0.391
C 0.824 1.304 -2.689
C -0.181 2.166 -2.233
C -0.079 3.542 -2.193
C 1.122 4.233 -2.563
C 1.688 4.089 -3.885
C 1.698 2.858 -4.511
C 1.753 1.670 -3.717
H 0.903 0.288 -2.278
H -1.102 1.693 -1.867
H -0.928 4.141 -1.820
H 1.307 5.184 -2.034
H 2.088 4.987 -4.365
H 1.907 2.780 -5.579
H 2.351 0.838 -4.129
O -0.065 -3.097 2.003
C -0.799 -1.925 1.667
C -2.216 -2.266 2.198
C -2.324 -3.020 3.361
C -3.590 -3.369 3.842
C -4.741 -2.954 3.163
C -4.628 -2.179 2.014
C -3.367 -1.842 1.518
C -0.213 -0.689 2.383
C 1.148 -0.591 2.674
C 1.637 0.570 3.289
C 0.769 1.612 3.625
C -0.594 1.497 3.350
C -1.088 0.341 2.739
C -0.811 -1.673 0.134
C -1.234 -2.943 -0.631
C -0.292 -3.066 -1.818
C 0.883 -2.118 -1.519
N 0.368 -1.145 -0.548
H 0.844 -3.076 1.654
H -1.424 -3.350 3.889
H -3.663 -3.957 4.750
H -5.727 -3.226 3.532
H -5.500 -1.812 1.474
H -3.278 -1.241 0.609
H 1.825 -1.420 2.448
H 2.701 0.635 3.499
H 1.159 2.511 4.101
H -1.287 2.294 3.612
H -2.154 0.233 2.537
H -1.568 -0.889 -0.019
H -1.123 -3.802 0.038
H -2.284 -2.845 -0.912
H 0.076 -4.085 -1.952
H -0.825 -2.765 -2.726
H 1.740 -2.684 -1.082
H 1.246 -1.653 -2.455
H 1.063 -0.650 0.009
*
```